C4H10NO2 | wB97M-V/def2-TZVPD

Each line ends with the Löwdin charge.
Element x y z (Å)
1 C -1.78470 -1.48424 -0.89656  -0.0667
2 C -0.44514 -0.98474 -0.09481  -0.3103
3 C 0.77140 -0.80998 -1.13742  -0.4888
4 O 1.30468 0.34645 -1.00339  -0.3278
5 N -0.77404 0.32439 0.47847  -0.0677
6 C 0.11247 0.66230 1.52111  -0.3289
7 O 0.79933 1.98782 1.18579  -0.2468
8 H -2.00643 -2.47860 -0.94026  0.0067
9 H -1.67492 -1.15298 -1.92344  0.0473
10 H -2.61545 -1.06947 -0.41885  0.0251
11 H -0.32637 -1.76530 0.66903  0.1121
12 H 1.60678 -1.52106 -0.89206  0.0830
13 H 0.39277 -0.81344 -2.15711  0.0694
14 H -0.62432 1.07327 -0.27929  0.1458
15 H -0.49727 0.78846 2.47668  0.1015
16 H 0.85041 0.09820 1.94324  0.0671
17 H 1.55680 1.59596 0.35962  0.1791

Computed properties:
Energy relative to the best compared isomer or geometry (same formula, charge and spin): 471.0 kJ/mol
Total charge: -1
Structure (SMILES): C[C@@H](C[O-])NCO

=====

C27H34O11 | wB97M-V/def2-TZVPD

Each line ends with the Löwdin charge.
Element x y z (Å)
1 C 2.21015 -3.24774 2.75792  -0.1042
2 O 1.28136 -3.79189 1.73249  -0.2638
3 C 0.00881 -3.04592 1.73184  -0.2145
4 C -0.78335 -3.41142 0.30914  -0.1395
5 C -2.42940 -3.43362 0.51743  -0.1997
6 C -3.11476 -2.57236 -0.72019  -0.2047
7 C -3.19278 -0.96518 -0.28937  -0.1849
8 C -2.36412 -0.07154 -1.40965  -0.1941
9 C -1.69145 1.20518 -0.62940  -0.1643
10 C -0.16637 0.84045 -0.05640  -0.0943
11 C 0.18099 1.24309 1.50495  0.0320
12 C 1.62752 0.97984 2.24314  -0.0489
13 C 1.88521 1.41354 3.80328  -0.1204
14 C 0.52907 1.43546 4.74203  -0.1907
15 O 0.19193 0.02951 5.06191  -0.1157
16 C -1.19108 -0.30149 4.66143  -0.1442
17 O -1.52756 -1.55033 4.32869  -0.0536
18 C 2.80668 0.23118 1.33059  0.0061
19 C 2.47638 -0.23474 -0.23689  -0.0116
20 C 0.99690 0.08029 -0.92757  0.0401
21 C 3.68797 -1.02519 -1.07430  -0.2026
22 O 3.58764 -1.21991 -2.39595  -0.0544
23 C 5.00671 -1.61710 -0.23361  0.0082
24 C 5.33513 -1.22184 1.17620  0.0042
25 C 4.33322 -0.09234 1.89369  -0.2163
26 O 4.86677 0.56558 2.93285  -0.0617
27 H 1.67213 -2.71240 3.65109  0.1008
28 H 2.86576 -2.44476 2.21471  0.0634
29 H 2.97047 -4.07617 3.15421  0.1091
30 H 0.26570 -1.90720 1.81398  0.1096
31 H -0.64564 -3.35366 2.66062  0.1190
32 H -0.44349 -2.56344 -0.45634  0.1042
33 H -0.43357 -4.48403 -0.01097  0.1178
34 H -2.88295 -4.51859 0.55541  0.1094
35 H -2.62441 -2.95024 1.57231  0.0988
36 H -4.21545 -2.94485 -0.88625  0.1007
37 H -2.49922 -2.74546 -1.70033  0.1084
38 H -2.79408 -0.84815 0.80557  0.1043
39 H -4.32748 -0.63574 -0.31922  0.1122
40 H -3.07485 0.35154 -2.24460  0.1014
41 H -1.50880 -0.77476 -1.82123  0.0925
42 H -2.34705 1.38410 0.34521  0.1115
43 H -1.63792 2.19468 -1.25665  0.1172
44 H -0.67114 1.76843 2.11595  0.0949
45 H 2.49316 2.41334 3.80294  0.1348
46 H 2.58532 0.56954 4.27369  0.1317
47 H -0.37573 2.01151 4.27344  0.1128
48 H 0.83072 2.04493 5.72320  0.1438
49 H -2.02531 0.53653 4.65429  0.1667
50 H 0.80381 -0.23568 -2.05872  0.1196
51 H 5.73999 -2.40980 -0.73813  0.1258
52 H 6.27792 -1.66963 1.73017  0.1284
53 O 0.58753 4.21480 1.08020  0.1133
54 C 1.39411 4.16124 0.16683  -0.5173
55 O 2.50411 3.36666 0.16292  0.0419
56 C 3.04401 3.42099 -1.14418  -0.1395
57 C 2.52729 4.71856 -1.67552  -0.1383
58 O 1.30444 4.88936 -0.98446  0.0624
59 H 4.13657 3.38888 -1.11395  0.1402
60 H 2.67810 2.56034 -1.71380  0.1256
61 H 3.18757 5.55972 -1.43933  0.1356
62 H 2.36152 4.68933 -2.75595  0.1383
63 O -1.89529 -0.27708 -4.55400  0.1286
64 C -2.94912 0.15568 -4.98970  -0.5156
65 O -4.15642 0.01728 -4.36781  0.0402
66 C -5.07432 0.83891 -5.06447  -0.1382
67 C -4.46026 0.96645 -6.42081  -0.1410
68 O -3.07452 0.84086 -6.16378  0.0665
69 H -6.06341 0.37388 -5.09722  0.1386
70 H -5.15023 1.80125 -4.54754  0.1377
71 H -4.76896 0.16211 -7.09686  0.1372
72 H -4.68224 1.92925 -6.88922  0.1380

Computed properties:
Energy relative to the best compared isomer or geometry (same formula, charge and spin): 1670.4 kJ/mol
Total charge: 0
Structure (SMILES): COCCCCCCCc1cc(CCOC=O)c2c(c1)C(=O)C=CC2=O.O=C1OCCO1.O=C1OCCO1

=====

C53H40AsCoF3N2O2Sb | wB97M-V/def2-TZVPD

Each line ends with the Mulliken spin population.
Element x y z (Å)
1 Co 0.96833 0.05144 -0.84306  0.9333
2 C 3.73594 0.24243 -2.15262  -0.0022
3 O 2.64966 -0.58876 -1.66941  0.0942
4 C 2.40748 -1.75497 -2.39868  0.0495
5 C 3.41168 -2.57541 -2.86808  -0.0035
6 C 3.04589 -3.71908 -3.56669  0.0025
7 C 1.70689 -4.02215 -3.77623  -0.0015
8 C 0.70888 -3.18742 -3.29792  0.0029
9 C 1.06727 -2.03873 -2.60962  -0.0445
10 N 0.15832 -1.09278 -2.05586  -0.0289
11 N -1.04721 -1.19817 -2.43315  0.0020
12 C -1.99363 -0.36681 -1.98178  -0.0093
13 C -1.74042 0.66912 -1.04421  0.0007
14 O -0.59029 0.88208 -0.49252  0.0715
15 C -2.81513 1.53156 -0.66753  0.0024
16 C -4.05444 1.34735 -1.17535  -0.0020
17 C -4.36004 0.30302 -2.10526  -0.0012
18 C -5.66275 0.13893 -2.60754  -0.0019
19 C -5.93949 -0.86072 -3.50514  0.0001
20 C -4.91320 -1.71727 -3.92347  0.0002
21 C -3.63218 -1.57243 -3.44448  -0.0022
22 C -3.33304 -0.55970 -2.52111  -0.0037
23 H 4.68449 -0.15100 -1.79617  -0.0002
24 H 3.57547 1.23579 -1.74530  0.0005
25 H 3.69608 0.26684 -3.24000  -0.0018
26 H 4.45254 -2.33845 -2.69420  0.0001
27 H 3.81557 -4.37936 -3.94195  0.0000
28 H 1.43683 -4.92025 -4.31430  -0.0002
29 H -0.33679 -3.41076 -3.45087  -0.0005
30 H -2.60656 2.32182 0.03945  -0.0010
31 H -4.85688 2.00928 -0.86932  -0.0005
32 H -6.44151 0.81472 -2.27584  -0.0002
33 H -6.94152 -0.98697 -3.89179  0.0001
34 H -5.13021 -2.50344 -4.63480  0.0000
35 H -2.84811 -2.23587 -3.77903  -0.0003
36 F 8.22093 -0.68536 -0.10881  0.0000
37 C 6.96108 -0.42752 0.26776  -0.0004
38 C 6.13402 -1.48564 0.59610  -0.0003
39 C 4.82920 -1.20818 0.98019  0.0013
40 C 4.36106 0.10177 1.03610  0.0033
41 C 5.22819 1.14219 0.70950  -0.0017
42 C 6.53581 0.88660 0.32032  -0.0002
43 Sb 2.31545 0.51473 1.49270  -0.0558
44 C 2.62970 2.40658 2.35249  0.0073
45 C 3.56117 2.60497 3.37139  0.0003
46 C 3.80052 3.87743 3.86256  -0.0002
47 C 3.11231 4.94115 3.30655  0.0001
48 F 3.33576 6.17057 3.78983  0.0000
49 C 2.20625 4.78530 2.27711  0.0000
50 C 1.97075 3.50204 1.80596  -0.0016
51 C 2.10310 -0.85597 3.07313  -0.0231
52 C 2.25831 -0.49464 4.40652  0.0007
53 C 2.19381 -1.45741 5.40312  0.0002
54 C 1.96200 -2.77036 5.04413  -0.0001
55 F 1.89987 -3.70073 6.00536  0.0000
56 C 1.77687 -3.15943 3.73117  0.0009
57 C 1.84531 -2.18718 2.74646  -0.0002
58 H 6.51652 -2.49701 0.56071  0.0000
59 H 4.18263 -2.03739 1.24685  0.0006
60 H 4.89346 2.17252 0.75674  -0.0006
61 H 7.22313 1.68318 0.06911  0.0000
62 H 4.12271 1.77281 3.77873  0.0003
63 H 4.50927 4.05611 4.65972  0.0001
64 H 1.68891 5.64475 1.87124  -0.0001
65 H 1.25881 3.36174 1.00326  0.0032
66 H 2.40995 0.53820 4.68905  0.0014
67 H 2.31346 -1.20026 6.44628  0.0001
68 H 1.57770 -4.19669 3.49983  0.0001
69 H 1.68263 -2.48269 1.71465  0.0077
70 C -5.49263 0.44194 4.10174  -0.0001
71 C -4.93019 0.13617 2.87199  -0.0002
72 C -3.66730 0.61643 2.55090  -0.0011
73 C -2.96060 1.41460 3.44607  -0.0004
74 C -3.52680 1.70217 4.68553  0.0004
75 C -4.78673 1.22063 5.00931  0.0000
76 As -1.21686 2.07793 2.86158  0.0023
77 C -0.42936 2.31277 4.63743  0.0007
78 C 0.07690 3.52361 5.09744  -0.0004
79 C 0.67349 3.60962 6.34934  -0.0001
80 C 0.75211 2.48881 7.16287  -0.0001
81 C 0.23869 1.27855 6.71526  0.0000
82 C -0.33566 1.18887 5.45586  0.0004
83 C -1.68505 3.93958 2.47314  -0.0003
84 C -1.31075 4.47436 1.24338  0.0012
85 C -1.61466 5.79015 0.91402  -0.0002
86 C -2.29956 6.58568 1.81915  0.0001
87 C -2.68765 6.05972 3.04524  0.0000
88 C -2.38479 4.74578 3.36800  0.0000
89 H -6.47462 0.06639 4.35839  0.0000
90 H -5.46834 -0.48324 2.16536  0.0000
91 H -3.22869 0.36051 1.59384  0.0003
92 H -2.98046 2.29049 5.41270  0.0001
93 H -5.21746 1.45107 5.97536  0.0000
94 H -0.00294 4.41340 4.48587  0.0000
95 H 1.06167 4.56020 6.69414  0.0000
96 H 1.19820 2.56090 8.14653  0.0000
97 H 0.27948 0.40298 7.35071  0.0000
98 H -0.73209 0.23651 5.11909  -0.0002
99 H -0.79159 3.85351 0.52122  -0.0001
100 H -1.32100 6.18936 -0.04875  0.0000
101 H -2.53775 7.61138 1.56927  0.0000
102 H -3.22915 6.67579 3.75167  0.0000
103 H -2.69484 4.35010 4.32692  0.0000

Computed properties:
⟨S²⟩: 0.77
Energy relative to the best compared isomer or geometry (same formula, charge and spin): 80.6 kJ/mol
Total charge: +1
Multiplicity: 2